Entry 1:
Formula: C16H36NO8S4
Source: OMol25
Level of theory: ωB97M-V/def2-TZVPD

Calculated values
* ΔE to the lowest compared entry with this formula, charge and spin: 322.9 kJ/mol
* calculated total energy: -2880.10448 hartree
* HOMO level: -12.97 eV
* total charge: +1
* frontier orbital gap: 10.4 eV

XYZ file:
```
65
Properties=species:S:1:pos:R:3:forces:R:3:lowdin_charge:R:1
N 35.3020 1.2600 7.7170 3.75 0.03 8.11 0.39
H 34.9060 1.7610 7.0780 -2.84 5.10 -4.44 0.02
H 34.7800 1.1950 8.5880 -1.15 0.09 -0.27 0.15
H 36.1860 1.6320 8.1710 -0.66 0.31 -1.56 0.18
H 35.4190 0.4200 7.3350 1.01 -4.96 -1.82 0.08
C 33.8350 2.2920 3.3360 -3.53 0.23 0.60 -0.21
C 34.5080 1.8030 2.0860 -1.77 -2.17 1.94 -0.21
C 35.2750 0.6180 2.4910 -3.61 -1.40 0.43 -0.18
S 34.2620 -0.2270 3.7580 0.54 -2.03 -2.11 0.69
O 35.0550 -0.6830 4.8770 -0.06 0.57 0.51 -0.33
O 33.4990 -1.1960 2.9890 0.28 0.47 0.81 -0.31
C 33.2030 1.1010 4.1130 -2.06 0.69 -1.44 -0.26
H 32.8490 2.9340 3.0830 2.84 -0.50 0.80 0.17
H 34.5600 2.6320 4.1020 -0.31 0.98 -0.92 0.10
H 35.0430 2.5740 1.7720 2.70 3.03 -2.01 0.08
H 33.8670 1.4380 1.3630 -1.93 0.07 -1.61 0.11
H 36.1230 0.8950 2.8460 5.58 1.72 3.07 0.05
H 35.5340 -0.1200 1.8120 -0.15 -1.39 -1.75 0.10
H 33.2360 1.4350 5.1330 -0.58 -0.59 0.66 0.07
H 32.1500 0.8030 3.6780 2.05 0.55 1.25 0.16
C 30.8700 4.3800 6.1480 3.65 2.80 1.84 -0.12
C 30.2170 4.9480 7.4310 -0.95 0.28 -1.05 -0.21
C 30.9650 4.4640 8.6090 -0.84 0.84 3.18 -0.26
S 32.6910 4.3120 8.2380 -3.98 0.70 2.26 0.64
O 33.1870 3.0920 8.8290 0.91 -0.28 -0.78 -0.31
O 33.0820 5.5980 8.6820 2.87 1.87 0.11 -0.30
C 32.3530 4.2440 6.5560 0.91 5.76 -2.29 -0.26
H 30.9600 4.9380 5.2190 -1.14 -0.09 0.03 0.13
H 30.5510 3.4150 6.1140 -1.37 -2.59 -1.02 0.08
H 29.3030 4.3820 7.3110 -1.03 0.93 1.00 0.12
H 30.1190 6.0110 7.6890 -0.44 -0.11 -1.64 0.13
H 30.6340 3.4880 8.9010 -0.36 -0.52 0.64 0.09
H 30.8090 5.3260 9.4700 0.73 -2.85 -1.74 0.18
H 32.8000 3.4200 6.3480 2.40 -5.79 -2.17 -0.01
H 33.0350 5.0070 5.9750 -1.25 -1.09 1.47 0.15
C 35.9580 5.6020 12.4940 -4.90 -2.20 -0.06 -0.19
C 36.3660 4.2230 12.9610 -1.11 -0.71 -1.65 -0.19
C 37.1790 3.6500 11.7920 -0.15 -2.24 1.36 -0.22
S 36.8170 4.4730 10.3110 1.46 2.41 2.89 0.58
O 36.2800 3.5980 9.3880 -2.20 -3.53 -3.73 -0.31
O 38.0090 5.1850 9.9610 0.14 0.75 -0.33 -0.28
C 35.6290 5.5500 10.9970 -4.53 -3.69 1.51 -0.22
H 36.6670 6.2770 12.4690 4.21 3.16 1.04 0.06
H 35.1200 5.9990 13.1210 0.57 -0.18 -0.76 0.14
H 35.5770 3.4900 13.2300 -0.51 0.78 -1.02 0.13
H 36.7380 4.2590 13.9240 2.18 0.32 1.67 0.09
H 36.8670 2.5680 11.6490 1.14 1.16 0.12 0.13
H 38.2330 3.8850 11.8180 0.50 -0.78 0.62 0.10
H 34.4830 5.1600 10.8210 3.04 0.76 0.09 0.16
H 35.7610 6.4220 10.5310 0.17 3.65 -1.74 0.05
C 36.0750 6.9860 3.9920 1.07 -4.73 -3.17 -0.19
C 35.3680 7.3340 5.1180 -4.86 -2.54 4.25 -0.25
C 35.9650 6.6060 6.4030 -4.35 0.59 0.97 -0.19
S 36.4800 5.0990 5.8380 0.39 -1.49 2.37 0.66
O 35.5320 4.1480 6.5030 1.45 0.19 -1.77 -0.38
O 37.8990 5.0210 6.0530 0.02 -1.04 -0.55 -0.28
C 36.0430 5.3520 4.1770 -0.79 2.23 -2.39 -0.19
H 37.0390 7.3490 3.9630 2.56 0.43 0.52 0.11
H 35.7550 7.2780 3.0020 -0.99 -0.15 -0.12 0.13
H 34.2400 7.2810 5.0130 1.11 -0.69 0.15 0.16
H 35.4780 8.2560 5.3460 0.69 6.64 1.42 0.05
H 35.2870 6.2630 7.2920 0.18 0.93 -1.95 0.13
H 36.5500 7.2690 6.9550 2.22 0.67 0.16 0.10
H 34.9590 5.1160 4.0760 0.90 -0.29 -0.14 0.10
H 36.6870 4.9890 3.3940 0.15 -1.09 0.18 0.11
```
Forces are in eV/Å.

---

Entry 2:
Formula: C16H36O10S4
Source: OMol25
Level of theory: ωB97M-V/def2-TZVPD

Calculated values
* ΔE to the lowest compared entry with this formula, charge and spin: 0.0 kJ/mol
* calculated total energy: -2976.29508 hartree
* HOMO level: -8.70 eV
* frontier orbital gap: 8.8 eV

XYZ file:
```
66
Properties=species:S:1:pos:R:3:forces:R:3:lowdin_charge:R:1
C 3.3430 5.0310 1.8871 0.28 0.60 0.40 -0.03
C 3.0369 4.1509 0.7150 -0.49 -0.49 0.54 -0.30
C 3.0382 2.6214 0.9699 0.81 0.44 -0.55 -0.08
O 1.7728 2.1754 0.4981 -0.09 0.05 -0.24 0.05
C 1.0771 3.2251 -0.0145 0.22 0.07 1.10 -0.57
O 0.0450 3.1299 -0.5862 -0.34 -0.20 -0.34 0.15
O 1.6605 4.3857 0.3366 0.42 -0.04 -0.67 0.09
H 2.7682 4.7857 2.7809 -0.10 -0.20 -0.13 0.09
H 3.1110 6.0672 1.6301 0.00 -0.07 -0.03 0.09
H 4.4006 5.0160 2.1603 -0.01 -0.19 -0.13 0.09
H 3.6984 4.3801 -0.1199 -0.21 0.14 -0.16 0.15
H 3.2315 2.3445 2.0034 -0.42 0.00 0.13 0.13
H 3.8129 2.1699 0.3483 -0.05 -0.19 0.11 0.13
C 0.8046 -7.5696 -1.0272 -0.06 -0.17 0.09 -0.03
C 0.7984 -6.4123 -1.9885 0.50 0.51 0.05 -0.29
C 0.3724 -5.0863 -1.3756 -1.08 -0.17 0.89 -0.13
O 1.2942 -4.1427 -1.8740 0.32 0.44 -0.10 0.05
C 2.3763 -4.7826 -2.3751 -0.50 -0.43 -0.19 -0.57
O 3.3464 -4.2584 -2.8028 0.41 0.42 0.04 0.17
O 2.1756 -6.1130 -2.3614 -0.32 -0.31 -0.03 0.08
H -0.1512 -7.6709 -0.5094 -0.05 0.08 -0.12 0.09
H 1.5737 -7.3838 -0.2765 -0.02 -0.04 0.01 0.09
H 1.0194 -8.5143 -1.5228 0.05 0.02 -0.04 0.09
H 0.2444 -6.5899 -2.9119 0.05 -0.22 0.03 0.16
H 0.3747 -5.0915 -0.2762 0.54 -0.13 -0.09 0.13
H -0.6494 -4.7703 -1.5827 0.12 0.00 -0.51 0.12
C 0.5835 2.8645 -4.0953 0.31 -0.14 -0.56 -0.27
S -1.0446 3.3422 -4.6643 0.19 0.23 0.17 0.80
O -1.8626 2.1151 -4.5911 -0.44 -0.59 -0.09 -0.55
C -1.4744 4.2989 -3.2131 -0.04 0.32 -0.27 -0.27
H 0.5224 2.4956 -3.0786 0.06 0.08 0.23 0.03
H 1.2718 3.6997 -4.2331 -0.01 0.03 0.29 0.05
H 0.9067 2.0613 -4.7596 -0.06 0.00 0.03 0.05
H -1.6083 3.6353 -2.3673 0.07 -0.14 0.07 0.04
H -2.4058 4.8096 -3.4476 0.00 0.09 0.10 0.05
H -0.6746 5.0132 -3.0212 -0.10 0.11 0.08 0.06
C -3.6172 1.5030 2.6873 -0.37 -0.71 -0.48 -0.28
S -3.0956 2.9922 1.8556 0.26 0.15 0.10 0.80
O -3.7460 4.1207 2.5600 -0.30 0.35 0.04 -0.55
C -1.4086 2.9871 2.4868 0.20 -0.30 0.87 -0.26
H -4.6236 1.2706 2.3359 -0.03 0.15 -0.04 0.06
H -3.6581 1.5831 3.7702 0.33 0.23 0.04 0.07
H -2.9873 0.6697 2.3627 0.04 0.13 0.19 0.00
H -1.4705 2.7073 3.5442 0.00 -0.09 -0.10 0.06
H -0.9973 3.9944 2.4865 -0.13 0.06 -0.51 0.06
H -0.7727 2.2756 1.9613 -0.03 0.05 -0.15 0.03
C -1.2357 -3.2760 2.4621 0.97 -0.84 0.37 -0.27
S -1.4976 -1.5566 2.7464 -0.20 0.76 -0.47 0.76
O -2.4139 -1.4040 3.9008 -0.30 -0.09 0.26 -0.53
C 0.1171 -1.1535 3.3709 0.75 -0.62 0.03 -0.26
H -0.4399 -3.4335 1.7312 -0.42 0.28 -0.44 0.04
H -2.1791 -3.7007 2.1399 0.02 -0.12 -0.09 0.06
H -0.8368 -3.7626 3.3601 -0.53 0.13 0.21 0.07
H 0.1951 -1.5691 4.3767 -0.12 0.19 0.09 0.06
H 0.2685 -0.0789 3.3631 -0.08 0.06 0.07 0.04
H 0.8775 -1.6536 2.7642 -0.03 0.25 -0.13 0.05
C 0.3868 -1.0065 -0.9202 0.59 -0.45 0.12 -0.25
S -1.1373 -1.6225 -1.6267 0.45 0.21 -0.13 0.84
O -1.5870 -2.6880 -0.6861 -0.25 -0.23 0.22 -0.56
C -2.1044 -0.1632 -1.2812 -0.69 -0.20 -0.01 -0.25
H 1.0172 -1.8787 -0.7327 -0.17 -0.06 -0.06 0.04
H 0.1953 -0.5031 0.0244 -0.06 0.21 -0.03 0.04
H 0.9384 -0.3997 -1.6313 -0.17 0.37 -0.04 0.06
H -2.2229 -0.0594 -0.2013 0.17 0.00 0.00 0.04
H -3.0829 -0.3461 -1.7272 0.00 0.11 0.03 0.06
H -1.6713 0.7192 -1.7374 0.18 0.11 -0.09 0.04
```
Forces are in eV/Å.

---

Entry 3:
Formula: C16H37B2N3O9S2
Source: OMol25
Level of theory: ωB97M-V/def2-TZVPD

Calculated values
* calculated total energy: -2319.50617 hartree
* HOMO level: -8.74 eV
* frontier orbital gap: 8.7 eV

XYZ file:
```
69
Properties=species:S:1:pos:R:3:forces:R:3:lowdin_charge:R:1
C 4.6027 -0.4654 -2.7882 -0.09 0.07 -0.06 -0.09
C 3.7008 -1.5690 -2.2119 0.21 -0.09 0.16 -0.23
C 3.0519 -1.2018 -0.8640 -0.18 0.01 -0.50 -0.17
C 1.6068 -0.6613 -1.0541 0.51 -0.10 0.21 -0.27
C 0.6554 -1.8577 -0.9755 -0.05 -0.07 -0.25 -0.05
C 1.3068 0.5286 -0.0838 -0.29 -0.39 0.06 -0.18
B 1.5974 -0.1065 1.3792 0.19 0.45 -0.07 -0.57
N 2.8691 0.0903 2.0405 -0.72 -0.57 0.80 0.20
O 0.6950 -1.0195 1.8793 -0.12 0.02 -0.34 0.14
O 2.3549 1.4872 -0.5021 -0.07 0.03 0.01 -0.19
S 2.6502 2.8486 0.2331 0.00 0.11 0.01 0.62
O 3.5691 2.6931 1.3110 0.01 -0.07 0.06 -0.24
O 2.9157 3.7849 -0.8055 0.08 0.02 -0.06 -0.22
C 1.0165 3.1854 0.8885 -0.16 0.06 -0.27 -0.35
S 0.8674 4.9711 1.2518 -0.10 0.04 0.07 0.64
C -0.2006 4.9910 2.6901 0.04 -0.07 -0.01 -0.12
O 2.1439 5.4771 1.6580 0.05 -0.08 0.06 -0.29
O 0.1497 5.5653 0.1594 0.02 0.00 0.03 -0.29
C 0.0491 2.7698 -0.2144 0.25 -0.16 0.44 -0.14
C -0.1073 1.2332 -0.3284 -0.05 0.18 -0.19 -0.35
C -0.6248 1.0206 -1.7758 0.10 0.07 -0.12 0.00
B -1.8577 1.9355 -2.1612 0.00 -0.14 0.08 -0.64
O -1.6155 3.0292 -2.9369 0.01 -0.01 0.04 0.19
O -3.1687 1.6468 -1.7920 0.04 0.48 -0.09 0.15
N -1.0674 0.8546 0.6956 0.09 0.07 0.12 0.01
C -1.9541 -0.2876 0.5772 -0.02 -0.10 0.28 -0.28
C -3.0462 -0.2169 1.6348 0.19 0.06 0.16 -0.07
H 4.1094 0.1049 -3.5768 -0.02 0.02 0.05 0.07
H 5.5180 -0.8804 -3.2115 -0.05 -0.01 -0.06 0.07
H 4.8976 0.2456 -2.0149 0.01 -0.03 0.00 0.07
H 2.9245 -1.8335 -2.9366 0.03 -0.07 0.02 0.10
H 4.2982 -2.4725 -2.0696 0.00 0.02 -0.02 0.10
H 3.0167 -2.1013 -0.2423 0.01 0.14 0.18 0.12
H 3.6728 -0.4567 -0.3737 0.03 -0.12 0.13 0.10
H 1.5919 -0.2525 -2.0677 -0.23 0.14 0.10 0.14
H 0.8087 -2.4235 -0.0564 -0.05 0.08 0.05 0.08
H -0.4004 -1.6092 -1.0609 0.07 -0.02 0.03 0.05
H 0.8964 -2.5259 -1.8070 0.01 0.01 0.01 0.10
H 3.0178 0.9182 2.6017 0.47 0.32 -0.64 0.07
H 3.0584 -0.7124 2.6362 0.00 0.12 0.10 0.09
H 0.6457 -0.9725 2.8359 0.26 -0.30 0.15 0.11
H 0.8501 2.6294 1.8115 0.23 0.02 0.04 0.12
H -0.3011 3.9890 3.1024 -0.03 0.02 0.00 0.06
H -1.1681 5.3881 2.3954 0.01 -0.01 0.01 0.07
H 0.2924 5.6287 3.4204 -0.06 0.05 -0.03 0.07
H -0.9384 3.1838 -0.0022 0.02 0.12 -0.17 0.13
H 0.4219 3.2152 -1.1351 -0.20 -0.03 -0.08 0.13
H -0.8817 -0.0205 -1.9692 -0.04 0.07 0.04 0.10
H 0.1969 1.2778 -2.4505 -0.02 0.00 0.02 0.13
H -2.4018 3.5789 -3.0287 -0.05 -0.05 -0.15 0.11
H -3.3887 1.8512 -0.8813 -0.03 -0.33 0.15 0.10
H -1.4385 1.6222 1.2301 -0.17 0.01 -0.17 0.11
H -2.4226 -0.3683 -0.4056 0.09 0.01 -0.03 0.09
H -1.3758 -1.1934 0.7725 -0.13 -0.05 -0.21 0.09
H -2.6416 -0.4455 2.6245 -0.01 0.04 -0.01 0.07
H -3.8311 -0.9375 1.4115 -0.02 0.05 -0.02 0.07
H -3.4818 0.7868 1.6942 -0.12 -0.06 -0.10 0.07
C -4.6659 -4.4923 0.4548 -0.02 0.04 -0.02 -0.01
C -3.4771 -3.7326 -0.0883 0.10 -0.03 0.02 -0.54
O -3.6037 -2.6690 -0.6715 -0.06 0.02 -0.01 0.04
N -2.2435 -4.2739 0.0995 0.00 0.02 0.00 0.02
C -1.8982 -5.5121 0.7630 0.04 0.03 -0.02 -0.08
H -5.5590 -3.9217 0.2195 0.01 0.00 -0.01 0.08
H -4.7434 -5.4805 0.0000 0.01 -0.01 0.02 0.08
H -4.5936 -4.6164 1.5361 0.01 -0.02 0.00 0.08
H -1.4957 -3.7154 -0.2845 0.00 0.00 0.01 0.12
H -1.2425 -5.3289 1.6161 -0.02 -0.01 0.02 0.08
H -1.3879 -6.1934 0.0799 -0.02 -0.02 0.00 0.08
H -2.7954 -6.0049 1.1247 0.01 -0.01 0.01 0.07
```
Forces are in eV/Å.

---

> The lowest frontier orbital gap belongs to which entry?

C16H37B2N3O9S2

---

> Which formula does entry 2 have?

C16H36O10S4

---

> Which value of HOMO level does entry 3 give?

-8.74 eV